{"formula": "C11H31NO8P", "method": "ωB97M-V with the def2-TZVPD basis set", "max_force_ev_per_a": 3.5, "orbital_gap_ev": 7.527, "e_homo_ev": -10.62, "charge": 1, "e_tot_ev": -39061.16799, "symbols": ["H", "H", "C", "H", "H", "C", "C", "H", "C", "H", "H", "O", "H", "H", "N", "C", "C", "H", "H", "H", "O", "H", "O", "H", "H", "H", "H", "H", "C", "H", "H", "O", "H", "H", "O", "C", "O", "H", "H", "H", "H", "C", "P", "H", "H", "O", "O", "C", "H", "H", "C", "H"], "positions_angstrom": [[-3.9458, 0.9501, 1.8462], [-4.3232, -1.2463, -1.9108], [-4.6315, -0.2741, 0.0712], [-5.0241, -1.0870, 2.9317], [-6.5256, -1.2318, 2.9516], [-2.6777, -0.2431, -0.9305], [-1.1189, 2.2718, -0.3168], [-0.3812, 4.7733, 3.3805], [2.5299, -1.3731, 1.8093], [-0.9763, 1.9214, -1.3424], [1.4881, -1.0072, -0.0421], [5.0966, -3.3010, -3.3266], [-8.2458, -1.5687, 0.7823], [4.9470, -1.6968, 0.2236], [-2.6089, 0.4235, 0.2202], [-3.7827, 0.4549, 0.9074], [0.0196, 3.2040, 0.1304], [-0.5442, 0.3434, 0.5739], [-2.0452, 2.8474, -0.3180], [1.1456, 0.8674, -1.5937], [0.3041, 4.5419, 2.7427], [0.2722, 3.8332, -0.7336], [4.4617, -5.5615, -5.3100], [-0.3372, 3.9073, 0.8895], [5.1726, -2.4972, -3.8503], [-1.8286, -0.3564, -1.5832], [0.9922, 4.1395, 3.2830], [2.9980, -1.8878, -0.1685], [-3.9464, -0.6932, -1.0698], [4.0863, 0.1292, -0.6771], [2.0411, 3.2701, 0.8041], [-5.7309, -1.5389, 3.4030], [4.0689, -6.4306, -5.1814], [5.5752, -3.9629, -3.8432], [1.8269, -0.5603, 2.6731], [-1.3595, 1.0745, 0.6163], [3.1157, -2.3515, 2.2098], [2.8694, 2.3444, -1.5575], [3.6491, 0.7508, 0.9007], [1.1144, 1.8629, 1.4282], [-5.6748, -0.4813, 0.2627], [3.2241, 0.3084, -0.0039], [2.0747, 1.5058, -0.7620], [2.2476, 0.3038, 2.7471], [5.4618, -2.2682, -1.0872], [5.4593, -1.4574, -0.5551], [-7.8954, -0.6866, 0.6174], [1.3121, 2.4928, 0.5585], [-1.5034, 1.3765, 1.6556], [-8.6775, -0.1287, 0.5566], [2.5223, -1.0434, 0.3167], [3.7083, -4.9633, -5.3294]], "mulliken_charge": [0.47, 0.46, -0.37, 0.33, 0.33, -0.15, -0.33, 0.30, 0.43, 0.31, 0.32, -0.66, 0.31, 0.30, 0.28, -0.51, -0.92, -0.06, 0.39, 0.19, -0.60, 0.35, -0.63, 0.32, 0.32, 0.30, 0.29, 0.50, -0.84, 0.69, 0.62, -0.65, 0.32, 0.34, -0.49, -0.45, -0.49, 0.17, 0.46, 0.23, 0.44, -0.78, 0.04, 0.35, 0.34, -0.68, -0.61, -0.46, 0.29, 0.28, -0.69, 0.32]}